# C28H24BrCl3GeMnN4O3

C28H24BrCl3GeMnN4O3 as an isolated structure at a distorted geometry (wB97M-V/def2-TZVPD, OMol25).

XYZ file:
```
65
Properties=species:S:1:pos:R:3:forces:R:3:lowdin_spin:R:1
Mn -0.506255 0.164296 0.307065 0.177 -2.885 -0.051 4.420
Br -3.511093 -1.898008 0.823176 -0.032 -0.116 -0.118 0.006
C -2.276885 -2.509519 -0.471558 0.131 -0.014 0.074 0.006
C -2.446908 -3.750908 -1.070330 -0.063 0.169 0.059 0.001
C -1.461906 -4.202130 -1.933979 0.080 0.235 0.086 0.002
C -0.347188 -3.405444 -2.165470 -0.043 0.219 0.092 0.000
C -0.275648 -2.176369 -1.531145 0.264 -0.158 -0.006 0.007
N -1.225959 -1.726908 -0.694733 -0.215 -0.055 0.096 0.039
C 0.973170 -1.305136 -1.564724 -0.045 -1.198 -0.306 0.014
O 2.029198 -1.750308 -1.942032 -0.113 0.186 0.055 0.008
O 0.778724 -0.134367 -1.046058 0.520 1.420 0.118 0.090
H -3.321824 -4.342275 -0.849618 -0.028 -0.023 0.030 0.000
H -1.542523 -5.175438 -2.394179 -0.068 -0.039 -0.065 0.000
H 0.459478 -3.729009 -2.806181 0.069 0.062 0.013 0.000
C 2.774740 4.197860 -3.374819 0.101 0.007 -0.024 0.007
C 1.431658 3.879342 -3.239241 -0.182 -0.105 -0.015 0.001
C 0.999065 3.176691 -2.129124 -0.141 0.055 0.056 0.004
C 1.913573 2.820687 -1.141942 -0.815 -0.660 0.906 0.002
C 3.263974 3.116965 -1.289596 0.098 -0.063 0.311 0.004
C 3.688155 3.821213 -2.403139 0.024 -0.032 0.002 0.000
Ge 1.271579 2.069068 0.572552 2.760 2.405 0.183 0.052
C 0.020408 3.264165 1.571501 0.181 -1.053 -0.348 0.058
C -0.217339 4.554830 1.113779 0.171 -0.008 -0.446 0.018
C -0.884928 5.456463 1.925118 0.010 0.074 0.094 0.003
C -1.340709 5.065780 3.174929 0.060 0.075 -0.094 0.016
C -1.139973 3.765091 3.615580 0.014 -0.143 0.107 0.002
C -0.472815 2.859822 2.811607 0.096 -0.198 0.081 0.015
C 2.754301 1.440986 1.736001 -0.995 0.015 -0.677 0.009
C 3.748242 0.610032 1.224068 -0.051 -0.079 -0.260 0.005
C 4.836037 0.264984 2.006932 0.007 -0.020 -0.089 0.001
C 4.935003 0.744526 3.304725 -0.016 0.004 0.017 0.007
C 3.953808 1.580331 3.813178 -0.019 0.090 0.077 0.000
C 2.861103 1.926318 3.037216 -0.219 0.078 0.042 0.006
H 3.115789 4.730600 -4.249481 0.001 0.085 -0.051 0.000
H 0.721922 4.175500 -3.996183 -0.033 0.005 -0.103 0.000
H -0.045931 2.900059 -2.023271 0.014 0.129 -0.087 0.000
H 3.975731 2.824109 -0.528956 0.051 0.032 -0.001 0.000
H 4.732384 4.073889 -2.503071 0.083 0.011 -0.061 0.000
H 0.141340 4.862538 0.141006 0.017 0.061 -0.052 0.001
H -1.041488 6.467265 1.581159 -0.010 0.091 -0.036 0.000
H -1.856021 5.775099 3.804909 -0.044 0.051 0.055 0.001
H -1.492513 3.462805 4.590064 -0.049 -0.035 0.079 0.000
H -0.322920 1.836006 3.142025 0.012 0.065 0.127 0.001
H 3.680623 0.251695 0.203664 0.021 -0.054 -0.064 0.000
H 5.611751 -0.366734 1.601075 0.070 -0.049 -0.042 0.000
H 5.782665 0.476899 3.917272 0.076 -0.019 0.038 0.000
H 4.040370 1.976560 4.813335 0.026 0.019 0.089 0.000
H 2.112498 2.597713 3.433304 -0.024 0.007 0.086 0.000
C 3.132234 -3.393166 1.545208 0.114 -0.041 0.211 0.001
N 2.222286 -2.289875 1.307485 -0.130 0.026 -0.168 0.004
C 1.252223 -1.880831 2.128322 0.084 0.180 -0.427 0.009
N 1.115842 -2.442990 3.333490 0.061 -0.120 0.108 0.004
O 0.448990 -0.968683 1.771673 -0.534 0.581 -0.031 0.069
H 3.582211 -3.680278 0.597810 -0.050 -0.004 0.033 0.000
H 2.590239 -4.251773 1.943520 0.063 -0.038 -0.045 0.000
H 3.930739 -3.107670 2.233200 -0.001 -0.053 0.027 0.000
H 2.332735 -1.787778 0.437223 -0.140 0.003 0.119 0.000
H 1.769500 -3.123257 3.683053 -0.058 0.044 0.005 0.000
H 0.354337 -2.149304 3.923973 0.102 -0.017 -0.101 0.000
Cl -5.570529 1.618572 0.532295 0.494 0.242 0.376 0.005
C -4.266767 2.327093 1.536864 -1.897 0.951 0.515 0.004
Cl -4.142200 4.092078 1.264667 0.020 -0.738 0.010 0.005
Cl -4.534172 1.981866 3.272010 0.177 0.032 -0.627 0.005
C -3.051377 1.704203 1.132097 2.852 -1.465 -0.969 0.061
N -2.073044 1.177003 0.800109 -3.088 1.771 0.986 0.023
```
Forces are in eV/Å.

Values from the calculation:
Total charge ... +2
ΔE to the lowest compared entry with this formula, charge and spin ... 2.743 eV
DFT total energy ... -8708.1689 hartree
E_HOMO (spin up / spin down) ... -14.392 / -14.381 eV
2S+1 ... 6
Max |F| ... 3.694 eV Å⁻¹

# C8H8BrNO3

One molecule with the formula C8H8BrNO3 at a distorted geometry (wB97M-V/def2-TZVPD, OMol25).

XYZ file:
```
21
Properties=species:S:1:pos:R:3:forces:R:3:lowdin_spin:R:1
C 2.598747 -0.829426 0.704722 0.450 0.936 0.805 0.001
C 1.515830 -1.696730 0.724130 1.381 2.497 -0.932 0.000
C 2.409032 0.567794 0.643023 -1.510 -1.229 0.340 0.001
C 0.252193 -1.180443 0.518250 -0.713 -1.585 1.600 0.001
C 1.105513 1.080639 0.605991 0.148 -1.431 -1.403 0.003
C 0.012819 0.180979 0.525778 3.869 -0.595 0.137 0.007
C -1.148431 0.478226 -2.064017 -0.686 0.070 -5.573 0.011
C -1.247720 0.754976 0.362238 -4.620 1.033 -3.263 0.008
N -2.415975 -0.171986 0.478689 6.240 3.587 -2.219 0.446
O -3.216508 0.062118 1.346992 -5.167 0.135 4.591 0.756
O -2.629506 -1.184265 -0.193358 -0.898 -2.876 -1.530 0.650
O -1.488097 1.373275 -1.112958 -0.227 -0.579 4.555 0.051
Br -1.629525 2.250566 1.473087 -0.192 0.104 0.198 0.058
H 3.629402 -1.198089 0.882982 -0.805 0.152 -0.344 0.000
H 1.814574 -2.684542 0.805206 -0.448 -2.082 0.170 0.000
H 3.278363 1.149132 0.733434 0.777 1.097 -0.165 0.000
H -0.526648 -1.934706 0.641105 -0.273 0.579 -0.573 0.000
H 0.799867 2.074684 0.329585 0.725 0.634 0.600 0.001
H -1.848216 -0.398220 -2.482219 0.886 1.798 1.714 0.003
H -0.164862 0.091666 -1.937658 0.898 -0.544 0.103 0.000
H -1.100853 1.214353 -2.985003 0.165 -1.701 1.189 0.005
```
Forces are in eV/Å.

Values from the calculation:
Total charge ... 0
ΔE to the lowest compared entry with this formula, charge and spin ... 0.000 eV
DFT total energy ... -3163.8278 hartree
E_HOMO (spin up / spin down) ... -7.805 / -9.846 eV
2S+1 ... 3
Max |F| ... 7.531 eV Å⁻¹

Number 2 is which compound?
C8H8BrNO3

Which of these has the lowest total charge?
C8H8BrNO3

Which value of DFT total energy does entry 2 give?
-3163.8278 hartree

What is the max |F| in the first record?
3.694 eV Å⁻¹